Record 1
# C3N2O5

C3N2O5 as an isolated structure (ωB97M-V/def2-TZVPD, the OMol25 dataset).

## Properties
expectation value of S²	2.0242
electronic energy	-599.5544	Eh
2S+1	3
orbital gap (spin up / spin down)	5.07 / 6.20	eV
HOMO level (spin up / spin down)	-5.8383 / -10.6386	eV
E_LUMO (spin up / spin down)	-0.76 / -4.44	eV

Atoms and positions in Å:
C 1.7631 0.1231 1.8386
C 0.7441 -0.5542 1.1278
C -0.1061 -0.1785 0.1279
N 2.5619 0.7535 2.3826
N -1.4679 0.8251 -1.8907
O -0.3668 0.7996 -0.7343
O -0.9853 0.9640 -2.9462
O 0.1980 -1.8000 1.0651
O -0.6446 -1.4312 0.0417
O -2.5536 0.8053 -1.4506

Record 2
# C53H130O45S11

A 16-piece molecular cluster, C53H130O45S11 overall (ωB97M-V/def2-TZVPD, the OMol25 dataset).

## Properties
electronic energy	-9862.9594	Eh
orbital gap	9.02	eV
HOMO level	-9.1734	eV
E_LUMO	-0.15	eV

Atoms and positions in Å:
C 17.5196 14.7845 9.9486
C 16.5630 14.1491 10.9780
C 16.7263 12.6648 11.2720
O 16.9312 12.6144 12.7254
C 16.7864 13.8520 13.2323
O 16.7999 14.0712 14.4370
O 16.7428 14.7817 12.2617
H 17.5102 14.3216 8.9748
H 18.5055 14.7477 10.3446
H 17.2532 15.8295 9.8948
H 15.5404 14.4093 10.6410
H 17.5728 12.2842 10.7505
H 15.8150 12.1523 11.0582
C 17.4640 17.6548 14.7224
C 16.6093 18.3387 13.7182
C 17.1923 18.3716 12.3122
O 16.1191 17.9229 11.5128
C 15.0905 17.5473 12.2357
O 14.0472 17.1300 11.8024
O 15.3374 17.7293 13.5084
H 17.5358 16.5602 14.4902
H 17.0092 17.7724 15.6631
H 18.4653 18.1852 14.7031
H 16.4236 19.2987 14.1075
H 17.9948 17.6641 12.1638
H 17.4862 19.3740 12.0132
C 19.9394 21.4758 20.9500
O 19.4132 20.5308 20.0125
C 18.5074 19.5203 20.5532
C 17.2668 20.1750 21.2329
O 16.6356 21.0270 20.2493
C 15.6706 20.4227 19.3934
H 19.1654 22.1979 21.1525
H 20.7222 21.9603 20.3670
H 20.3340 20.9374 21.8547
H 19.0694 18.9954 21.3150
H 18.3719 18.8442 19.7010
H 17.4987 20.7228 22.1307
H 16.6044 19.3555 21.5992
H 16.1655 19.7932 18.6115
H 15.1802 21.2542 18.8339
H 14.9356 19.8424 19.9367
C 21.3379 18.5558 13.9092
O 20.2382 19.4280 13.6592
C 20.6534 20.6570 13.1128
C 19.5261 21.4962 12.5255
O 18.9992 21.0049 11.3429
C 19.7358 21.2331 10.1503
H 22.1761 19.1154 14.3248
H 21.6574 17.9700 12.9906
H 21.0031 17.8138 14.6425
H 21.4520 20.3839 12.3866
H 21.1500 21.1302 13.9660
H 19.8444 22.5294 12.4650
H 18.7412 21.5113 13.2897
H 19.2694 20.7330 9.3142
H 20.6850 20.7807 10.2611
H 19.8107 22.2970 9.8935
C 22.5218 24.1532 14.2332
O 21.3606 23.8675 14.9207
C 21.5858 23.5326 16.2562
C 20.2570 23.3228 16.9374
O 19.5127 22.2047 16.4524
C 18.3437 21.8626 17.2472
H 23.3284 23.4028 14.5406
H 22.8810 25.1322 14.5017
H 22.2942 24.0938 13.1511
H 22.0363 24.3819 16.6900
H 22.2299 22.5990 16.3630
H 19.6291 24.2303 16.7642
H 20.3202 23.2173 18.0592
H 18.6069 21.8979 18.2976
H 18.2232 20.8193 17.0611
H 17.4949 22.4855 17.0718
O 18.8824 17.4841 17.4392
S 19.2759 16.0833 17.5488
O 20.6509 15.8690 17.0436
O 19.1624 15.7121 19.0723
C 20.2235 16.2507 19.9098
C 19.9889 15.7858 21.2945
C 18.1599 15.0688 16.8224
H 20.1018 17.3525 19.8706
H 21.2055 15.8669 19.5729
H 20.1340 14.6612 21.3948
H 19.0035 16.0374 21.7027
H 20.7246 16.1622 21.9894
H 18.6100 15.0038 15.8620
H 17.1828 15.5611 16.6638
H 18.0825 14.0884 17.2014
O 26.3649 14.4522 18.3758
S 25.9249 15.5869 17.5792
O 26.8734 15.9966 16.6011
O 24.4545 15.2783 16.9411
C 24.1525 16.2883 15.8646
C 24.6333 15.7454 14.5530
C 25.4950 16.9418 18.6241
H 24.7271 17.1956 15.9832
H 23.0655 16.4517 15.9476
H 24.0399 14.9455 14.2284
H 25.6607 15.5022 14.5321
H 24.5728 16.5315 13.7567
H 24.6593 16.5233 19.0996
H 25.3953 17.8906 18.0506
H 26.3356 17.0535 19.2762
O 21.6584 13.9521 24.8446
S 21.4599 12.7201 24.1198
O 20.7938 12.6962 22.8504
O 22.8960 12.1055 24.0257
C 23.1164 10.9170 23.1768
C 24.4609 10.4065 23.5313
C 20.5837 11.6066 25.1373
H 22.9552 11.1364 22.1249
H 22.3462 10.1961 23.5565
H 25.2017 10.8675 22.8933
H 24.4749 9.3782 23.1725
H 24.7655 10.5373 24.5517
H 19.7443 12.2356 25.4155
H 21.1610 11.4150 26.0251
H 20.4277 10.6362 24.7257
O 19.4057 19.2741 24.5770
S 20.1573 18.0680 24.4976
O 20.9988 17.8135 23.3359
O 21.1277 18.0573 25.8126
C 22.2011 17.0694 26.0088
C 21.8044 16.2248 27.2150
C 19.1403 16.6940 24.7513
H 23.1834 17.6924 26.1003
H 22.3179 16.3809 25.1719
H 21.5163 16.7945 28.1032
H 22.6840 15.6075 27.5926
H 21.0427 15.5619 26.8414
H 18.3542 16.8258 24.0381
H 18.8105 16.6813 25.7893
H 19.6854 15.7910 24.4943
O 11.2093 13.8329 17.5668
S 11.5785 15.2327 17.5683
O 11.8463 15.8525 18.8220
O 12.8092 15.4657 16.5649
C 14.1257 15.2123 17.2385
C 14.4625 13.7311 17.3319
C 10.4859 16.2147 16.6687
H 14.0911 15.7332 18.2203
H 14.7953 15.7595 16.5418
H 13.6755 13.1397 17.8901
H 15.3900 13.4804 17.9069
H 14.6474 13.2608 16.3900
H 9.5373 16.1585 17.2281
H 10.3443 15.8092 15.6824
H 10.8269 17.2254 16.6778
O 16.5884 11.3317 18.5771
S 17.4977 11.0532 17.4930
O 18.5149 12.0353 17.2297
O 18.2504 9.7208 17.7357
C 19.6580 9.7014 18.2005
C 20.5012 8.5973 17.3625
C 16.5696 10.8072 16.0561
H 19.6082 9.3672 19.2467
H 20.1291 10.7106 18.0601
H 21.4440 8.3713 17.9069
H 20.7885 8.8965 16.3385
H 19.8558 7.6825 17.2834
H 17.2750 10.6574 15.2199
H 15.8871 11.6112 15.9638
H 16.0863 9.8386 16.2185
O 24.8633 10.0003 20.2327
S 24.1459 10.9563 19.4152
O 22.9122 10.5847 18.7478
O 23.8272 12.1741 20.2323
C 23.0275 13.2939 19.9082
C 21.6430 12.9929 19.5820
C 25.1871 11.6505 18.2080
H 23.4140 13.7892 19.0277
H 23.0708 14.0904 20.6531
H 21.1743 13.9951 19.3328
H 21.1826 12.4096 20.3317
H 21.5484 12.3944 18.7070
H 25.5726 10.7806 17.6371
H 26.1392 12.0228 18.5977
H 24.7682 12.4982 17.6996
O 22.7879 21.4342 18.4223
S 22.9367 20.0421 18.0547
O 23.9632 19.6219 17.1314
O 23.2122 19.2101 19.3431
C 22.5507 19.5387 20.6392
C 23.4746 20.3151 21.5038
C 21.3908 19.5196 17.5266
H 22.2897 18.5113 20.9768
H 21.6008 20.0117 20.3224
H 24.3716 19.7732 21.7465
H 23.0306 20.4110 22.4642
H 23.7625 21.2545 21.0523
H 21.1447 20.1189 16.6620
H 20.5922 19.8303 18.2343
H 21.3473 18.4433 17.2647
O 19.9926 12.2972 11.6294
S 20.8352 13.2994 12.1394
O 20.3888 14.6328 12.2071
O 21.3349 12.9054 13.5898
C 21.4635 13.8808 14.7287
C 21.9992 13.0879 15.8903
C 22.2832 13.2325 11.1887
H 20.4749 14.2712 14.8570
H 22.1965 14.5600 14.3017
H 22.2508 13.7755 16.6597
H 22.8884 12.4822 15.6100
H 21.2574 12.3144 16.1864
H 21.9837 13.1713 10.1504
H 22.7680 12.2161 11.3313
H 23.0324 14.0073 11.3531
O 24.9607 15.2982 21.2369
S 26.2445 15.0176 21.7355
O 27.2998 15.9505 21.5150
O 26.1209 14.8984 23.2863
C 24.9888 14.2896 23.9018
C 25.1807 14.4138 25.3819
C 26.6964 13.3965 21.2580
H 24.8567 13.2320 23.5927
H 24.0881 14.8347 23.6998
H 26.0084 13.8368 25.8196
H 24.1916 14.3047 25.8219
H 25.4810 15.4769 25.6321
H 25.8679 12.7823 21.6888
H 27.6800 13.0914 21.5791
H 26.6782 13.5075 20.1478
O 15.3255 15.4973 20.2834
S 16.0894 15.1822 21.4471
O 16.7898 16.2783 22.1385
O 15.0792 14.3472 22.4933
C 13.7208 14.7762 22.5525
C 12.8212 13.6311 22.2526
C 17.2303 13.9517 21.0310
H 13.5527 15.5540 21.8303
H 13.6818 15.3102 23.5382
H 12.9026 13.4279 21.1857
H 11.8129 13.9582 22.3866
H 13.1504 12.7609 22.8064
H 16.7038 13.1053 20.5313
H 17.7157 13.7082 21.9718
H 17.8660 14.4675 20.3197

Record 3
# C30H25Cl3CoIN4O7S2

C30H25Cl3CoIN4O7S2 as an isolated structure (ωB97M-V/def2-TZVPD, the OMol25 dataset).

## Properties
expectation value of S²	6.0483
electronic energy	-5761.2229	Eh
2S+1	5
orbital gap (spin up / spin down)	7.14 / 4.36	eV
energy relative to the best compared isomer or geometry (same formula, charge and spin)	0.468	eV
HOMO level (spin up / spin down)	-7.3107 / -7.2676	eV
E_LUMO (spin up / spin down)	-0.17 / -2.90	eV

Atoms and positions in Å:
Co 1.3881 0.8321 1.0027
C -0.5086 4.9074 0.7029
C 0.3882 4.5716 1.8923
N 0.6717 5.4953 2.7455
C 1.6705 5.3567 3.5961
C 2.3409 4.1618 3.7478
C 3.6367 4.2513 4.5423
O 4.6490 5.0134 3.9255
C 1.9506 3.0618 3.0066
C 2.5071 1.6593 3.3916
N 1.7359 0.5423 2.8816
C 2.1735 -0.6942 3.2790
C 3.3168 -0.9869 4.1139
C 3.5759 -2.2377 4.5062
C 2.8957 -3.3257 3.9946
C 1.8524 -3.1301 3.1527
C 1.4453 -1.8645 2.8745
I -0.3859 -1.6479 1.8546
C 0.8840 3.1921 2.0500
O 0.2072 2.2731 1.3844
H -0.3298 5.9509 0.4503
H -1.5510 4.8660 1.0042
H -0.2877 4.2254 -0.1307
H 1.7814 6.1509 4.3097
H 4.0241 3.2640 4.8114
H 3.4291 4.6800 5.5467
H 4.8334 4.6064 3.0643
H 2.4176 1.5265 4.5075
H 3.8980 -0.1618 4.5642
H 4.2893 -2.4523 5.2778
H 3.1736 -4.3716 4.4114
H 1.4463 -3.9539 2.6252
Cl -0.7673 -6.3805 -5.9332
C -1.0608 -4.9313 -5.1382
C -0.6800 -4.6701 -3.8112
C -1.0183 -3.4957 -3.1542
C -1.9593 -2.6186 -3.7747
C -2.4744 -1.3567 -3.0799
C -1.4555 -0.1235 -3.2310
N -0.2437 -0.1163 -2.4797
C 1.0094 -0.3432 -2.8987
C 1.8647 0.0528 -1.9080
N 1.1011 0.6537 -0.8839
C -0.1275 0.5827 -1.3120
O -2.8020 -1.5173 -1.6327
C -4.0060 -2.3428 -1.3407
C -5.3701 -1.7629 -1.7325
C -6.4763 -2.6173 -1.9496
Cl -6.8253 -4.0562 -1.0676
S -7.7780 -1.7908 -2.7985
C -6.8461 -0.3443 -2.8699
C -5.6069 -0.4647 -2.3215
C -2.3468 -2.8631 -5.1283
Cl -3.5538 -1.8920 -5.9519
C -1.8364 -3.9694 -5.8098
H -0.1412 -5.4442 -3.2842
H -0.5641 -3.2816 -2.1834
H -3.4172 -0.9745 -3.5413
H -2.0196 0.8441 -3.0780
H -1.1913 -0.0345 -4.2961
H 1.2226 -0.8419 -3.8451
H 2.9507 0.0533 -1.8712
H -0.9146 1.0604 -0.8444
H -4.0217 -2.5716 -0.2318
H -3.8860 -3.4038 -1.7904
H -7.2267 0.4933 -3.3698
H -4.9527 0.3966 -2.2757
H -2.1117 -4.1753 -6.8389
O 5.2872 0.5534 1.2925
S 4.4862 1.7013 1.6215
O 5.1044 3.0328 1.6523
O 3.9105 1.4577 3.1730
O 3.2252 1.7402 0.8323

Record 4
# C17H30F5MoNOP2

C17H30F5MoNOP2 as an isolated structure (ωB97M-V/def2-TZVPD, the OMol25 dataset).

## Properties
expectation value of S²	2.0393
electronic energy	-2045.6633	Eh
2S+1	3
orbital gap (spin up / spin down)	6.20 / 5.40	eV
energy relative to the best compared isomer or geometry (same formula, charge and spin)	6.224	eV
HOMO level (spin up / spin down)	-6.4436 / -6.4933	eV
E_LUMO (spin up / spin down)	-0.24 / -1.09	eV

Atoms and positions in Å:
Mo -0.3476 -0.6818 -1.3289
P 1.8058 -0.0341 -1.3207
P -1.4254 0.5723 0.6345
N -1.3996 -0.0364 -2.6281
H 1.4024 -0.5640 3.3540
C 2.6989 -1.6206 -1.3063
H 3.7759 -1.4054 -1.2817
H 2.4444 -2.1703 -2.2212
H 2.4230 -2.2259 -0.4318
C 2.9010 1.0495 -0.3430
H 3.9365 0.6912 -0.5168
H 2.6858 1.0316 0.7520
H 2.8037 2.0790 -0.7432
C 2.0420 0.5727 -3.0037
H 3.0935 0.4132 -3.2699
H 1.8108 1.6442 -3.0197
H 1.3801 0.0379 -3.6912
C -2.7278 -0.3554 1.5021
H -3.5259 0.3181 1.8437
H -2.2760 -0.8615 2.3630
H -3.1565 -1.0956 0.8158
C -0.8850 1.8029 1.8737
H -1.6885 2.0075 2.5928
H -0.6464 2.7567 1.3893
H 0.0024 1.4503 2.4033
C -2.5518 1.7194 -0.3362
H -3.4906 1.8750 0.2213
H -2.7908 1.3124 -1.3262
H -2.0812 2.7032 -0.4685
C -1.6978 0.1744 -3.8953
C -2.4412 -0.7882 -5.9676
C -2.0140 -0.9958 -4.6666
C -1.7248 1.4864 -4.3985
C -2.1563 1.6492 -5.6941
C -2.5038 0.5219 -6.4513
H -2.7234 -1.6419 -6.5836
H -1.9357 -1.9987 -4.1884
H -1.4247 2.2539 -3.6768
H -2.2060 2.6708 -6.0600
H -2.8418 0.7037 -7.4742
C 2.4344 -0.3470 3.3360
O 2.4967 0.7779 2.7752
C 3.2667 -1.5099 2.8734
H 4.3395 -1.2530 2.8788
H 2.9676 -1.7008 1.8417
H 3.0791 -2.3784 3.5077
C 1.9713 -0.4066 4.8634
H 1.3101 -1.2885 4.9513
H 1.3318 0.4585 5.1133
H 2.7656 -0.5535 5.6178
F 0.0780 -1.9117 1.5707
C -0.0438 -0.8117 0.7499
F -1.2804 -2.2478 4.5489
C -1.7077 -1.2230 5.3017
F -3.0164 -1.3617 5.5160
F -1.0411 -1.2032 6.4616
F -1.4952 -0.0618 4.6406

Record 5
# C3H11N2O2

A 2-piece molecular cluster, C3H11N2O2 overall (ωB97M-V/def2-TZVPD, the OMol25 dataset).

## Properties
total charge	+1
electronic energy	-380.6900	Eh
orbital gap	11.91	eV
energy relative to the best compared isomer or geometry (same formula, charge and spin)	0.650	eV
HOMO level	-14.9592	eV
E_LUMO	-3.05	eV

Atoms and positions in Å:
C 1.5178 -0.2430 0.9826
N 1.3548 -0.3871 -0.4788
C 1.3376 -1.7800 -1.0147
H 1.4429 0.8093 1.2427
H 0.7040 -0.7430 1.5048
H 2.4378 -0.7128 1.3146
H 2.0844 0.1328 -0.9621
H 0.4812 0.1015 -0.7848
H 2.2876 -2.2674 -0.8120
H 1.1902 -1.7247 -2.0891
H 0.5231 -2.3006 -0.5196
N -2.2397 0.7658 0.9252
C -1.8831 1.2599 -0.3038
O -2.5512 2.3768 -0.6568
O -1.1292 0.7447 -1.0996
H -2.5895 1.4473 1.5777
H -1.5820 0.1197 1.3300
H -3.3867 2.4009 -0.1562

Record 6
# C29H45BFNO11PS3

A 3-piece molecular cluster, C29H45BFNO11PS3 overall (ωB97M-V/def2-TZVPD, the OMol25 dataset).

## Properties
total charge	+1
electronic energy	-3674.7110	Eh
orbital gap	6.07	eV
HOMO level	-11.1070	eV
E_LUMO	-5.04	eV

Atoms and positions in Å:
C -4.3739 4.8258 1.0134
O -3.7191 3.9803 1.9914
C -2.2879 4.1264 1.8541
C -1.5915 2.9657 2.6984
C -0.6305 2.0762 1.8381
O -1.2966 1.5292 0.6692
C -0.3820 1.0784 -0.2497
O -0.0702 1.6535 -1.2502
C 0.3131 -0.3194 -0.0162
C 1.7762 -0.4319 0.2588
C 2.6855 0.8304 0.3318
C 3.9070 0.8262 -0.6711
C 3.5177 0.6311 -2.1670
C 2.8978 -0.5746 -2.7296
C 2.5544 -0.7174 -4.1530
C 2.8432 0.3608 -5.0996
C 3.4827 1.5627 -4.5657
C 3.8091 1.7086 -3.1368
C 2.2635 -1.8096 0.4484
S 4.0162 -2.2010 0.8438
O 4.1400 -3.4368 1.5817
O 4.6986 -2.2997 -0.4273
F 4.5685 -0.9789 1.7770
N 1.4553 -2.9223 0.3396
C 0.1027 -2.8193 0.0537
B -0.7069 -4.2073 -0.0771
O -1.4973 -4.5704 -1.1808
O -0.5730 -5.0887 1.0033
C -0.7771 -6.4730 0.6091
C -0.5640 -1.5239 -0.1191
P -2.3768 -1.2485 -0.4521
C -2.7991 -1.3408 -2.2737
C -3.4775 -2.3314 0.6042
H -5.2043 5.4034 1.4944
H -4.8329 4.2151 0.1849
H -3.6634 5.5766 0.5602
H -2.0246 5.1270 2.3098
H -1.9858 4.0550 0.7726
H -0.9496 3.4858 3.4592
H -2.3678 2.3541 3.2325
H 0.2237 2.7150 1.4696
H -0.2209 1.2621 2.5103
H 3.0892 1.0426 1.3568
H 2.0494 1.7209 0.0621
H 4.7256 0.1075 -0.4036
H 4.3804 1.8492 -0.5963
H 2.6565 -1.4516 -2.0876
H 2.0924 -1.6676 -4.5235
H 2.5904 0.1987 -6.1687
H 3.7245 2.3725 -5.2975
H 4.2849 2.6718 -2.8345
H 1.8701 -3.8545 0.4847
H -1.0556 -4.2882 -2.0083
H -0.4598 -7.1213 1.4759
H -0.1021 -6.7177 -0.2474
H -1.8484 -6.7310 0.4117
H -2.5777 -0.3197 -2.7011
H -2.2200 -2.0919 -2.8654
H -3.9137 -1.4612 -2.3540
H -3.5932 -3.3526 0.1502
H -3.0959 -2.4669 1.6560
H -4.4931 -1.8460 0.6041
C 6.6536 -5.2304 -4.5418
C 6.3858 -4.5174 -3.2127
C 5.5188 -3.2916 -3.5159
S 4.5801 -3.6950 -4.9879
O 5.0012 -2.8229 -6.0544
O 3.1856 -3.8616 -4.6345
C 5.3063 -5.3052 -5.2507
H 7.0815 -6.2220 -4.3905
H 7.3586 -4.6454 -5.1389
H 5.8480 -5.1919 -2.5398
H 7.3126 -4.2298 -2.7148
H 4.8326 -3.0713 -2.7003
H 6.1279 -2.4146 -3.7353
H 5.3917 -5.5033 -6.3179
H 4.6553 -6.0449 -4.7819
C -5.3754 4.5660 5.7261
C -5.4425 5.8148 6.6116
C -6.3087 6.8476 5.8838
S -7.4482 5.9143 4.8625
O -7.1486 6.1828 3.4764
O -8.7800 6.0392 5.3978
C -6.8072 4.2993 5.2770
H -4.9581 3.7118 6.2614
H -4.7411 4.7632 4.8564
H -5.9031 5.5573 7.5694
H -4.4494 6.2138 6.8232
H -6.8732 7.4641 6.5815
H -5.7105 7.4808 5.2285
H -6.8709 3.6419 4.4115
H -7.4093 3.9028 6.0960

Max |F| / eV/Å: 8.83 4.75 3.23 3.40 1.29 3.33